Record 1
A 15-piece molecular cluster, C24H78N4O15 overall, computed with ωB97M-V/def2-TZVPD.

As for the multiplicity: 1. The HOMO energy comes out at -8.77 eV. The LUMO energy comes out at -0.39 eV. The total energy comes out at -2308.53602 hartree.

Atoms and positions in Å:
1 H 0.64921 -1.80851 -2.78872
2 H 2.79680 -1.86973 4.58933
3 H 0.39591 0.06611 1.92869
4 H -1.87132 5.42483 -0.75716
5 C -3.40796 0.63768 -0.99642
6 H 5.02046 -2.16036 -3.14624
7 H 1.23681 -0.85760 -0.32015
8 H -4.03939 3.68561 -1.03663
9 H 2.60538 3.09883 1.72310
10 H 1.19576 -1.58616 -5.04935
11 H -0.69298 2.83785 -4.50067
12 H -2.80417 -1.15318 2.42933
13 H -5.11033 -0.62443 1.85455
14 N -2.92648 -3.40325 -0.97616
15 H -0.15126 4.45771 -3.09060
16 H -1.96377 -4.03849 4.33557
17 C 1.93461 -1.94556 -4.23556
18 O 2.01250 3.19176 -0.89572
19 O -0.98711 -2.72479 -2.17079
20 H -2.32646 0.67614 -1.08711
21 H -3.70179 -0.35254 -1.46961
22 O -3.59323 2.87122 -0.82581
23 H -3.92412 -3.18363 -0.82972
24 H 1.53916 5.39761 0.91246
25 H -0.80804 -2.15470 -0.30596
26 C 1.76664 3.57926 2.32853
27 C 3.14966 -1.21740 3.80705
28 H -0.80867 1.46616 -6.27866
29 H 1.79259 -6.46467 -0.70415
30 H 3.17721 0.97251 3.74280
31 H -3.32646 1.01075 2.65979
32 C 4.83599 -1.75104 -2.12924
33 N -1.47130 -3.61691 3.53999
34 O -0.82235 3.65003 -0.71719
35 H -0.30437 -0.15527 -0.93784
36 H 1.93532 1.21934 -1.69835
37 H -0.18522 5.56114 -0.86047
38 H 2.91358 -1.50489 -4.44867
39 H 0.12036 6.32736 1.91142
40 O 4.70980 -0.38429 0.54910
41 H 1.33478 2.41814 -2.62837
42 H 2.06386 3.33570 3.34199
43 H -1.56811 3.16552 -0.96757
44 H -1.22217 0.29461 3.75734
45 H -2.47929 2.65042 -4.36485
46 H 4.23100 -1.41027 3.75484
47 H 1.08161 -3.82958 -3.80091
48 C -2.36870 -2.86968 -2.03140
49 H 0.89337 -4.15908 -1.47112
50 H 1.51040 -3.39383 -0.20561
51 O 0.44035 5.66015 2.46155
52 O -4.83823 -1.27415 2.53498
53 H 1.14978 3.16032 -0.44795
54 H 2.99965 -2.38283 -2.07583
55 H 1.97400 -3.90645 -5.19765
56 H -2.38994 -3.79299 -0.21296
57 C 0.23000 -0.53900 -0.07791
58 N -3.22589 -2.32150 -2.89999
59 H -1.12861 0.64050 1.15462
60 C 1.99184 -3.45198 -4.18970
61 C 2.22820 -5.43240 -0.51079
62 H -3.84175 2.11953 -2.52755
63 H -0.24156 0.60017 -3.35129
64 H 3.87112 1.53482 0.13796
65 C -1.09790 4.93172 -2.69132
66 H -3.43949 -1.51551 0.93024
67 H 0.31056 1.49298 0.75118
68 H -5.25825 1.70619 -1.45182
69 C 1.63898 5.13020 1.95072
70 H -1.95152 4.40459 -2.93149
71 C -2.07319 0.57291 4.32587
72 C -1.53088 2.09395 -4.52785
73 H 2.82744 -3.84996 -3.53492
74 H 4.33644 -0.85937 -0.22317
75 H -4.27753 -2.16386 -2.60702
76 H 0.64736 -1.39079 3.50693
77 O -0.88134 -2.13647 5.26154
78 H -2.84083 -1.77482 -3.68610
79 H -3.36691 -2.79598 2.22016
80 H 2.88588 -5.20269 -1.36608
81 H 3.84352 0.84797 1.80357
82 C -3.00427 1.51793 3.51087
83 H 0.55482 -4.51578 1.35764
84 C -4.20025 1.82228 -1.57368
85 H 2.94223 2.38982 -2.47233
86 H 2.80038 0.29756 0.57518
87 C 1.21545 -4.37845 -0.46306
88 H -1.12843 1.73994 -2.40027
89 O 1.50691 -1.53258 -2.97981
90 H 2.78589 -5.63349 0.41340
91 H 5.68948 -1.84625 -1.44196
92 O -1.59061 1.37985 -5.75545
93 O -0.42018 -1.66388 0.38907
94 O 0.30786 -4.87488 0.47371
95 O -1.57578 1.44250 5.28006
96 H -3.62551 0.56899 0.07844
97 C -0.85814 -2.50162 3.93236
98 H -1.08516 0.87947 5.96187
99 H 3.16569 0.36560 5.33623
100 H -3.96656 1.53421 4.09349
101 H 2.47802 5.69915 2.35178
102 C 3.76052 0.62992 0.77651
103 C -3.60447 -1.74574 1.98485
104 H -0.13410 -2.13404 2.21322
105 N 0.00324 -2.06883 3.13540
106 C -1.17043 1.23626 -3.35458
107 O 3.82370 -2.48483 -1.55187
108 C 2.80116 0.12281 4.31538
109 O 1.39683 0.16827 4.44422
110 H -1.90382 0.47607 -3.17761
111 C 2.08533 2.28818 -1.90732
112 H -1.73981 -3.90822 2.57323
113 C -0.03848 0.51176 1.01022
114 H 4.55086 -0.69546 -2.16643
115 H -1.31380 5.83110 -3.25691
116 H 2.65104 -1.47044 2.86991
117 H -2.57365 -0.39843 4.60789
118 H -2.57070 2.49126 3.18213
119 H 1.12445 1.02815 4.65999
120 H 0.84235 3.00540 2.21574
121 C -1.01107 4.94477 -1.20851

=====

Record 2
C24H7F15GeN2O11P2SW as an isolated structure, computed with ωB97M-V/def2-TZVPD.

As for the multiplicity: 1. The HOMO energy comes out at -15.06 eV. The LUMO energy comes out at -9.50 eV. The total energy comes out at -6578.55518 hartree. As for the net charge: +2. The value obtained for the relative energy (zero: lowest compared OMol25 entry of this formula, charge and spin) is 0.859 eV.

Atoms and positions in Å:
1 N 0.03505 0.05836 2.07627
2 O -1.22442 0.85744 0.12024
3 C -4.77230 -2.26717 -0.30798
4 C -5.51018 -5.29296 4.39336
5 F -5.05365 -7.58223 4.32756
6 F -3.49419 -0.27643 -3.06594
7 C -7.01021 1.43994 3.46621
8 O 2.36716 3.36322 4.00469
9 C -7.65426 0.26016 3.10608
10 C -6.88936 -0.75732 2.57717
11 H 0.85360 4.00889 1.44662
12 O -0.31756 2.94852 0.07961
13 P 1.71784 -1.80972 -0.77511
14 F -6.24133 -4.09701 -0.37318
15 O 1.76204 -0.25460 -1.04708
16 H 1.24931 -2.30411 3.03065
17 S -2.27974 -1.93067 1.96567
18 H 1.62669 -1.55274 4.58885
19 C -5.42161 -4.06116 3.77632
20 O 2.92807 -2.50377 -0.42690
21 C -0.42036 1.90175 0.61424
22 C -4.83494 -3.91452 2.52113
23 C 0.76742 -0.24707 3.14687
24 F -6.36705 -3.99470 -3.06185
25 O 0.59787 -1.77992 0.42881
26 C -5.62855 -3.12706 -2.40797
27 O -0.64975 -0.50196 -2.51101
28 O 1.41152 4.25889 2.20312
29 C -4.91033 0.53845 2.74049
30 F -3.30290 -0.41695 -0.36458
31 C 1.68254 3.26524 3.03083
32 F -5.04136 2.71506 3.60530
33 F -5.90742 -2.99466 4.40708
34 C -4.30168 -5.04994 1.91383
35 O -1.41293 -2.15397 -0.95749
36 F -3.68512 -4.92841 0.73472
37 C 0.90875 -1.58103 3.77297
38 N 1.38400 0.87265 3.55984
39 C 1.07483 1.92415 2.74017
40 C -4.36767 -6.29174 2.50632
41 H 1.99978 0.97848 4.36102
42 F -7.70266 2.43328 3.96996
43 W -1.05255 -0.95904 0.48706
44 C -4.16307 -1.21054 -2.41022
45 C -4.93754 -2.14156 -3.10014
46 C -5.64001 1.58214 3.27848
47 O 0.85668 -2.44276 -1.96458
48 F -7.47214 -1.90230 2.17848
49 F -5.00892 -2.07849 -4.40555
50 F -3.59357 0.72976 2.54556
51 F -6.07698 -5.41677 5.57686
52 F -3.85300 -7.35425 1.91876
53 H -0.58797 -0.11295 -3.39618
54 Ge -4.79959 -2.25441 1.61017
55 C 0.23106 1.40076 1.81631
56 O -1.21154 -2.87109 -3.46190
57 C -4.98399 -6.40916 3.75043
58 C -5.51675 -0.66107 2.40192
59 F -8.95554 0.13399 3.25849
60 H 2.59221 0.05682 -1.44229
61 C -5.54073 -3.17476 -1.02381
62 C -4.10944 -1.30506 -1.04208
63 P -0.66167 -2.07576 -2.39598
64 H -0.05230 -1.91520 4.16655

=====

Record 3
A 13-piece molecular cluster, C24H80N6O13 overall, computed with ωB97M-V/def2-TZVPD.

As for the multiplicity: 1. The HOMO energy comes out at -8.85 eV. The LUMO energy comes out at 0.02 eV. The total energy comes out at -2268.85870 hartree. The value obtained for the relative energy (zero: lowest compared OMol25 entry of this formula, charge and spin) is 2.174 eV.

Atoms and positions in Å:
1 O 1.14185 1.70477 -0.84960
2 C -2.07726 4.21764 -1.65179
3 C -0.39372 0.10743 0.43107
4 C -2.79122 -1.77108 -3.87417
5 H 4.88427 -4.18583 -2.31726
6 H 3.56192 1.02443 2.56330
7 H -3.98330 -2.23988 -2.40646
8 H 2.76141 3.36899 0.89830
9 H -1.05242 -1.46048 1.64267
10 H 3.15944 2.32068 3.61697
11 H -3.04110 -2.00876 2.19347
12 N 4.88677 -3.84555 -3.26821
13 H 4.07887 -2.43308 -5.46797
14 H -3.21936 -4.29468 5.99796
15 C -3.03250 -3.60765 3.53356
16 H 2.09192 -1.61422 4.07799
17 H -1.65379 6.46781 -0.05058
18 N -2.88035 -3.77158 1.11049
19 H -1.74630 0.02940 -4.06054
20 H -5.51805 0.12456 0.51171
21 H -1.61120 1.82990 0.68645
22 C -0.13195 -3.38384 -1.68529
23 H 0.52687 4.05463 0.76579
24 H 4.53456 -4.62354 -3.80745
25 N 4.77530 4.23565 2.75605
26 N 0.53776 4.60615 1.61185
27 C 4.54622 2.97091 2.06462
28 H 2.80026 -3.42897 -4.92011
29 C 3.98065 1.91972 3.02288
30 C -1.20549 5.50396 0.19055
31 H -0.16860 -4.44164 -1.94568
32 H 3.97901 4.54738 3.29349
33 H 0.43272 -1.10882 1.86337
34 H -2.53579 5.05860 -2.17202
35 C 1.36746 0.77492 -1.90463
36 H -2.89277 -1.95299 -4.94407
37 H -4.42698 0.36759 2.64795
38 C 3.33127 -2.50828 -4.67831
39 O -0.90731 4.60115 -0.87995
40 H -5.42345 -2.36450 2.75400
41 H -0.35532 -0.67501 -0.32682
42 H -3.56545 -2.63492 6.63908
43 C -1.51202 -2.62286 -3.43072
44 H -1.95380 -3.46318 3.59380
45 O 1.29407 -0.04589 4.61807
46 H -1.99691 -3.01697 6.06747
47 C 0.04267 5.84840 1.02697
48 H 5.83290 -1.47761 -3.42257
49 C -1.63158 0.86866 0.17292
50 H 2.60792 -1.27337 -6.65878
51 O 2.32420 -2.45745 3.68910
52 H 0.99960 7.35129 -0.13074
53 C 1.89595 -1.16434 -5.84067
54 O 2.43119 -1.39338 -4.61910
55 H 1.74030 0.52939 0.75129
56 C -3.41620 -3.03209 2.17925
57 H -0.25375 6.47178 1.87055
58 H -2.83560 3.64149 -1.12164
59 C 3.78307 3.01632 0.75709
60 H -4.83152 -0.99401 -0.24286
61 C 0.83747 1.05520 0.44062
62 H -3.45348 0.32449 -3.87707
63 C 3.96687 3.69366 -1.52935
64 H 4.17543 2.66161 -1.81125
65 H 4.94651 -1.62850 -1.85549
66 O 4.46763 3.84998 -0.17593
67 C 4.85950 -1.48206 -2.93209
68 H -3.30786 -2.44784 0.04835
69 O -1.27263 -2.54830 -2.06708
70 O -3.44491 -1.92644 -0.74260
71 O -1.43992 1.10246 3.56141
72 C 1.23377 6.38543 0.31689
73 H 1.59127 -0.11814 -5.81342
74 H -3.29415 -4.69265 1.13286
75 H 2.79798 -2.91859 4.38129
76 H -2.34734 0.79935 3.59200
77 H -1.02847 0.56061 2.88811
78 H 1.58122 0.51970 5.33491
79 N -0.44598 -0.65306 1.66274
80 H -2.62028 -1.99833 -1.22330
81 O -3.54403 -2.77444 4.60798
82 C -2.63519 -0.30344 -3.52463
83 H -5.46203 -4.01181 2.27606
84 H 4.73302 4.77611 1.90387
85 H -5.22938 -2.74097 1.03517
86 O -5.65716 -0.51272 -0.18883
87 H 2.89338 3.88001 -1.56096
88 H 5.58086 2.73391 1.81670
89 H 4.48026 4.39060 -2.19178
90 H -0.70858 -2.22196 -4.04868
91 H -4.17790 -3.27642 -3.56275
92 H 1.62699 5.68240 -0.41743
93 H 0.92995 -1.66149 -5.92889
94 H 0.05052 -3.28160 -0.61555
95 H -0.24832 4.19678 2.09618
96 H 0.46767 0.30699 -2.30403
97 H 0.68704 1.81834 1.20423
98 H 2.19981 0.13652 -1.60843
99 C -3.05054 -3.22426 5.88036
100 H 2.09887 6.60431 0.94284
101 H -5.28287 1.61112 2.53408
102 H 0.69668 -2.93963 -2.23680
103 C -4.97773 -3.06286 2.04568
104 H -1.66561 1.27662 -0.83729
105 H 3.72523 2.00282 0.36014
106 H -1.65173 -3.64158 -3.79237
107 H 0.94572 -3.07070 2.63158
108 H 1.27298 -3.89238 1.40291
109 C 4.10340 -2.65924 -3.33197
110 H -1.89864 4.94881 0.82258
111 H 0.50108 0.37360 4.28428
112 H -1.95058 -3.93250 1.47065
113 H 4.77094 1.45261 3.61055
114 H 1.89898 1.33892 -2.67111
115 H -3.17213 -4.68720 3.58970
116 O -4.92345 0.88970 2.01774
117 N -4.11375 -2.28054 -3.40717
118 H -2.48734 0.23717 0.41162
119 H -2.45648 -0.15598 -2.45954
120 H -1.84611 3.67588 -2.56895
121 O 0.54050 -3.50024 1.87824
122 H 4.49754 -0.50867 -3.26315
123 H 3.35016 -2.79830 -2.55648

=====

Record 4
A 16-piece molecular cluster, C24H80O16 overall, computed with ωB97M-V/def2-TZVPD.

As for the multiplicity: 1. The HOMO energy comes out at -8.82 eV. The LUMO energy comes out at -0.42 eV. The total energy comes out at -2166.16033 hartree. The value obtained for the relative energy (zero: lowest compared OMol25 entry of this formula, charge and spin) is 1.996 eV.

Atoms and positions in Å:
1 O 6.07227 19.99761 -5.81675
2 H 4.98257 23.84840 -10.64249
3 H 13.58151 22.45144 -10.84271
4 H 4.45336 18.23997 -9.72335
5 O 11.27820 26.78797 -12.34939
6 O 11.18870 21.96879 -13.23190
7 C 14.13786 21.40789 -8.98686
8 H 5.11331 18.30228 -5.09565
9 H 3.92766 20.24282 -7.20882
10 C 4.11879 19.29345 -6.70857
11 H 7.47447 25.09870 -9.61366
12 H 4.89087 20.03838 -3.40459
13 C 9.85826 28.54065 -11.71074
14 H 12.05550 23.05481 -6.62001
15 H 5.69584 26.15200 -10.98048
16 H 3.29735 19.65894 -3.97791
17 C 10.02632 27.02595 -11.80975
18 H 3.97148 21.13271 -4.56105
19 H 6.56975 20.63994 -12.73201
20 C 4.01814 25.54901 -13.61786
21 H 7.97967 26.62809 -12.42540
22 H 4.44650 25.14894 -6.78057
23 O 4.60392 18.48776 -11.67536
24 H 5.19359 20.02798 -12.57843
25 H 4.55018 22.89948 -8.02029
26 O 11.61541 22.32886 -7.06221
27 H 6.76366 23.73553 -8.39623
28 C 2.49874 22.82018 -8.59910
29 H 3.14192 18.87116 -6.47301
30 H 7.28202 19.17034 -10.73130
31 H 3.91874 17.81846 -11.73985
32 H 5.99900 20.20596 -10.19946
33 H 9.12152 26.54868 -13.73219
34 H 6.65320 22.01652 -8.61159
35 H 10.42196 28.89928 -10.84950
36 H 6.83667 28.94303 -8.42116
37 H 11.69507 23.84754 -10.90024
38 H 10.24389 29.10014 -12.56301
39 H 8.82208 28.81226 -11.50912
40 H 9.29650 19.88457 -12.78820
41 O 5.63316 23.46916 -5.17601
42 H 9.20726 22.08926 -9.16798
43 H 3.18323 26.15662 -13.26882
44 C 4.24099 20.11569 -4.27624
45 H 14.13348 24.32873 -8.50585
46 O 8.48336 20.02791 -13.27243
47 C 3.73898 24.79515 -7.53047
48 O 3.46852 22.82171 -6.34226
49 O 5.01952 26.26081 -11.65305
50 H 7.16985 23.21648 -11.01738
51 C 8.50035 22.88314 -9.40908
52 C 8.07181 22.64282 -10.80416
53 H 10.02949 26.62995 -10.79424
54 H 6.24803 26.23900 -7.39162
55 O 12.14408 22.88123 -9.63034
56 H 9.66142 24.06819 -10.24339
57 H 7.96930 21.58336 -11.03897
58 H 4.86943 16.04171 -10.49346
59 H 10.31245 19.72858 -8.01331
60 H 5.94554 24.91943 -12.74911
61 C 7.31159 26.46232 -7.47578
62 O 5.65820 20.74923 -13.00289
63 H 10.91027 21.81536 -14.13476
64 H 10.75586 22.27877 -6.64403
65 H 8.74881 20.52706 -14.04483
66 H 7.77778 22.79770 -7.39466
67 H 1.47018 22.99515 -8.28361
68 H 5.79724 20.84666 -6.17041
69 H 4.49008 23.06732 -12.01144
70 H 2.64649 21.77865 -8.88459
71 C 9.00380 26.34453 -12.66798
72 H 5.22744 23.45380 -4.30919
73 H 2.59265 23.35824 -9.54239
74 C 13.58406 22.63473 -9.76823
75 C 6.34380 19.17219 -10.17646
76 H 8.49977 27.08079 -9.19977
77 H 11.52234 25.86911 -12.21646
78 C 3.60153 23.28346 -7.64515
79 O 10.78029 19.74195 -8.84829
80 O 11.50970 24.23304 -11.75655
81 C 7.46017 26.90628 -8.92245
82 H 11.05761 20.65204 -8.95344
83 C 4.93454 25.16200 -12.42182
84 H 3.63319 24.72820 -14.22299
85 C 14.26075 23.96118 -9.52409
86 H 5.57651 28.03760 -9.24465
87 C 4.37428 24.03692 -11.52710
88 H 8.96438 22.41033 -4.55594
89 H 13.81807 24.71794 -10.17173
90 H 4.09786 25.13261 -8.50280
91 H 6.38954 24.04734 -5.07675
92 H 11.34754 23.48225 -12.32772
93 H 7.63551 27.11207 -6.66276
94 H 7.68687 25.44653 -7.35156
95 C 4.93608 19.33585 -5.39304
96 C 5.21427 18.14359 -10.49785
97 O 9.05578 24.17063 -9.50561
98 C 5.73148 16.70145 -10.59193
99 H 9.01466 25.26808 -12.49697
100 C 6.65540 28.17570 -9.17378
101 C 7.35722 22.82132 -8.39998
102 O 9.45381 22.43070 -5.37831
103 H 2.78402 25.18191 -7.17472
104 H 6.64049 19.02521 -9.13796
105 H 3.31049 24.23314 -11.39310
106 H 6.19205 16.51130 -11.56137
107 H 6.31592 16.38419 -9.72828
108 H 11.77556 22.84321 -8.74472
109 H 4.25304 23.09057 -5.85869
110 H 15.15626 21.14483 -9.27278
111 H 15.31874 23.95054 -9.78611
112 H 4.59887 18.60705 -7.40606
113 H 13.47237 20.55613 -9.12728
114 H 4.44544 26.32807 -14.24918
115 O 6.95660 25.88518 -9.80038
116 H 14.01940 21.62047 -7.92437
117 H 9.38987 21.53801 -5.71779
118 H 6.88117 28.64216 -10.13271
119 H 10.92247 21.17901 -12.76115
120 H 8.81318 22.91793 -11.55436